# 1
Density functional theory data (ωB97M-V/def2-TZVPD) for C18H27BN7OsS4Sb as an isolated structure.

Each line ends with the Löwdin charge.
Geometry (Å):
Os1 0.49 0.14 -0.05  0.978
C1 1.21 3.59 0.81  -0.091
C2 0.86 2.63 1.89  -0.317
C3 0.80 2.87 3.26  0.025
C4 0.49 1.66 3.85  -0.268
C5 0.31 1.33 5.29  -0.018
N1 0.37 0.75 2.87  0.036
N2 0.59 1.34 1.66  -0.084
B1 0.12 -0.76 2.95  -0.502
N3 -1.10 -1.12 2.09  0.045
N4 -1.12 -0.81 0.77  -0.066
C6 -2.30 -1.20 0.28  -0.311
C7 -2.73 -1.03 -1.14  -0.056
C8 -3.05 -1.77 1.31  0.023
C9 -2.27 -1.70 2.44  -0.261
C10 -2.56 -2.16 3.83  -0.017
N5 1.35 -1.49 2.36  0.035
N6 1.74 -1.17 1.11  -0.058
C11 2.82 -1.89 0.83  -0.324
C12 3.57 -1.72 -0.45  -0.027
C13 3.13 -2.70 1.92  0.020
C14 2.17 -2.42 2.88  -0.267
C15 2.00 -2.97 4.25  -0.016
H1 1.73 4.45 1.24  0.087
H2 0.34 3.96 0.28  -0.023
H3 1.87 3.15 0.07  0.033
H4 0.97 3.81 3.76  0.113
H5 0.43 2.23 5.89  0.082
H6 1.05 0.60 5.63  0.080
H7 -0.68 0.91 5.49  0.080
H8 -0.06 -1.11 4.08  0.117
H9 -1.96 -0.58 -1.76  -0.008
H10 -3.61 -0.39 -1.19  0.089
H11 -3.00 -2.00 -1.56  0.083
H12 -4.05 -2.18 1.23  0.114
H13 -3.56 -2.59 3.87  0.082
H14 -2.52 -1.32 4.54  0.082
H15 -1.84 -2.91 4.17  0.080
H16 2.91 -1.79 -1.31  0.043
H17 4.33 -2.50 -0.55  0.079
H18 4.07 -0.75 -0.49  0.086
H19 3.96 -3.38 2.02  0.110
H20 2.77 -3.72 4.44  0.081
H21 1.03 -3.44 4.37  0.079
H22 2.09 -2.20 5.01  0.082
S1 2.36 4.39 -2.59  -0.132
Sb1 0.38 4.12 -3.76  0.216
S2 0.09 1.61 -3.05  -0.151
S3 -0.74 1.64 -1.23  0.034
S4 -0.49 5.13 -1.88  -0.109
C16 0.66 -4.15 -3.37  -0.085
C17 0.41 -2.68 -3.72  -0.195
C18 0.44 -1.82 -2.54  -0.152
N7 0.47 -1.15 -1.61  -0.038
H23 0.64 -4.75 -4.28  0.078
H24 -0.11 -4.52 -2.70  0.081
H25 1.63 -4.27 -2.90  0.078
H26 -0.57 -2.55 -4.19  0.123
H27 1.15 -2.30 -4.42  0.124

## Properties
**Orbital gap (spin up / spin down)**: 3.55 / 3.53 eV
**Total charge**: 0
**LUMO (spin up / spin down)**: -2.41 / -2.42 eV
**Relative energy (zero: lowest compared OMol25 entry of this formula, charge and spin)**: 6.8 kcal/mol

---

# 2
Density functional theory data (ωB97M-V/def2-TZVPD) for C18H27CdCl5N5O as an isolated structure in a non-equilibrium geometry.

Each line ends with the Löwdin charge.
Geometry (Å):
Cd1 0.23 -0.23 -0.32  1.422
N1 -0.88 1.44 -1.40  -0.043
C1 -0.35 2.74 -0.90  -0.217
C2 -0.13 2.65 0.63  -0.193
N2 0.73 1.51 0.98  -0.175
C3 2.18 1.72 0.82  -0.197
C4 2.91 0.43 1.22  -0.208
N3 2.44 -0.70 0.36  -0.017
H1 -0.91 1.45 -2.42  0.086
H2 -1.84 1.33 -1.08  0.085
H3 -1.04 3.56 -1.10  0.120
H4 0.60 2.94 -1.40  0.109
H5 -1.10 2.48 1.11  0.124
H6 0.28 3.59 1.00  0.125
H7 0.56 1.29 1.96  0.028
H8 2.53 2.56 1.43  0.129
H9 2.38 1.93 -0.24  0.115
H10 2.67 0.21 2.26  0.092
H11 3.99 0.58 1.13  0.123
H12 2.66 -1.59 0.79  0.081
H13 2.96 -0.69 -0.51  0.084
Cl1 -0.30 -0.06 3.68  0.756
C5 0.11 -1.39 2.67  -0.689
C6 -0.63 -1.61 1.51  -0.277
C7 -0.41 -2.75 0.43  -0.446
Cl2 -1.27 -2.79 -0.81  0.582
C8 0.54 -3.65 1.04  -0.574
Cl3 0.41 -5.34 0.60  0.767
C9 1.29 -3.42 2.17  -0.729
Cl4 2.35 -4.63 2.79  0.683
C10 1.15 -2.24 2.95  -0.742
Cl5 2.18 -1.94 4.28  0.733
O1 1.00 -1.26 -2.24  -0.091
C11 0.85 -2.39 -2.78  -0.367
C12 0.28 -2.40 -4.19  -0.064
C13 -1.18 -1.74 -4.15  -0.124
C14 -2.36 -2.53 -3.45  -0.145
C15 -2.28 -2.92 -1.99  -0.447
C16 -0.44 -3.85 -1.54  -0.376
N4 0.96 -3.66 -2.06  0.077
H14 0.20 -3.41 -4.59  0.116
H15 0.92 -1.78 -4.82  0.121
H16 -1.51 -1.60 -5.18  0.109
H17 -1.04 -0.76 -3.69  0.082
H18 -2.47 -3.48 -3.98  0.116
H19 -3.29 -1.98 -3.62  0.127
H20 -2.05 -3.68 -0.25  0.087
H21 -2.88 -1.10 -0.67  0.119
H22 -0.75 -4.74 -2.09  0.134
H23 -0.54 -1.96 -1.32  -0.012
H24 1.23 -4.45 -2.62  0.123
C17 -3.55 -3.80 -1.78  -0.039
C18 -2.00 -1.60 -0.25  -0.500
N5 -1.68 -0.76 0.88  -0.035
H25 -3.66 -4.58 -2.53  0.089
H26 -4.45 -3.19 -1.69  0.091
H27 -3.35 -4.25 -0.80  0.072

## Properties
**Orbital gap (spin up / spin down)**: 5.76 / 5.76 eV
**Total charge**: +1
**LUMO (spin up / spin down)**: -2.78 / -2.78 eV
**Relative energy (zero: lowest compared OMol25 entry of this formula, charge and spin)**: 207.8 kcal/mol

---

# 3
Density functional theory data (ωB97M-V/def2-TZVPD) for a 11-piece molecular cluster, C18H27Cl24F3N2O4 overall in a non-equilibrium geometry.

Each line ends with the Löwdin charge.
Geometry (Å):
C1 2.87 1.74 38.33  -0.301
O1 3.01 1.21 37.22  -0.059
N1 3.94 2.21 38.99  -0.170
C2 3.74 2.52 40.34  -0.107
C3 5.19 2.62 38.29  -0.094
H1 1.98 1.65 38.98  0.122
H2 4.66 2.47 40.93  0.040
H3 2.91 1.95 40.75  0.082
H4 3.51 3.59 40.37  0.030
H5 6.04 2.38 38.92  0.023
H6 5.26 2.15 37.31  0.051
H7 5.12 3.70 38.18  0.002
C4 0.07 0.89 41.14  -0.382
O2 0.33 2.02 40.78  -0.003
N2 -1.10 0.34 40.98  -0.168
C5 -1.38 -0.97 41.53  -0.067
C6 -2.28 1.01 40.45  -0.028
H8 0.70 0.14 41.65  0.140
H9 -2.33 -1.04 42.06  0.093
H10 -0.58 -1.31 42.19  0.086
H11 -1.33 -1.76 40.79  0.062
H12 -2.10 2.03 40.10  0.083
H13 -2.73 0.57 39.56  0.090
H14 -3.14 0.98 41.11  0.088
C7 0.93 5.68 40.69  -0.100
C8 -0.22 5.51 39.73  -0.194
O3 0.13 5.94 38.40  0.005
C9 0.07 7.26 38.05  -0.296
O4 -0.42 8.16 38.76  0.118
C10 0.77 7.52 36.71  -0.594
F1 1.27 6.38 36.23  0.148
F2 -0.02 8.09 35.84  0.208
F3 1.82 8.28 36.99  0.161
H15 1.82 5.12 40.37  0.029
H16 0.60 5.22 41.61  0.070
H17 1.18 6.72 40.89  0.054
H18 -1.12 5.99 40.09  0.128
H19 -0.34 4.43 39.65  0.109
C11 4.77 4.12 34.03  -1.489
Cl1 6.48 3.92 34.45  0.521
Cl2 3.80 4.15 35.53  0.550
Cl3 4.00 2.90 32.99  0.523
H20 4.63 5.09 33.55  0.016
C12 7.81 -0.29 41.23  -1.438
Cl4 6.41 -1.38 40.95  0.500
Cl5 8.66 -0.69 42.81  0.481
Cl6 7.22 1.38 41.26  0.517
H21 8.43 -0.31 40.34  -0.004
C13 2.13 -2.12 37.61  -1.531
Cl7 3.59 -2.29 38.62  0.506
Cl8 0.78 -1.88 38.73  0.525
Cl9 1.86 -3.51 36.57  0.530
H22 2.23 -1.28 36.92  -0.032
C14 1.68 -0.13 33.85  -1.570
Cl10 2.90 -1.38 33.51  0.509
Cl11 0.41 -0.89 34.75  0.553
Cl12 1.01 0.67 32.44  0.537
H23 2.15 0.59 34.52  -0.003
C15 8.33 5.72 38.73  -1.435
Cl13 7.51 5.59 40.32  0.496
Cl14 8.02 7.37 38.13  0.524
Cl15 7.69 4.42 37.70  0.562
H24 9.39 5.56 38.89  0.022
C16 4.67 4.70 44.05  -1.459
Cl16 5.67 6.16 43.65  0.485
Cl17 5.71 3.28 43.86  0.508
Cl18 3.17 4.59 43.09  0.579
H25 4.50 4.64 45.13  0.012
C17 6.63 -0.65 36.77  -1.515
Cl19 6.95 -2.40 36.68  0.511
Cl20 6.13 0.00 35.15  0.489
Cl21 8.11 0.16 37.20  0.532
H26 5.89 -0.37 37.52  -0.007
C18 4.87 7.77 39.96  -1.524
Cl22 5.06 8.85 38.54  0.495
Cl23 4.35 6.21 39.31  0.531
Cl24 3.61 8.41 40.99  0.556
H27 5.79 7.69 40.54  -0.024

## Properties
**Orbital gap**: 9.21 eV
**Total charge**: 0
**LUMO**: 0.24 eV

---

# 4
Density functional theory data (ωB97M-V/def2-TZVPD) for C18H27Cl5MnO3SSe2SiTe2 as an isolated structure.

Each line ends with the Mulliken spin population.
Geometry (Å):
Mn1 0.74 2.49 0.74  4.434
Se1 3.15 2.48 -0.09  -0.051
Te1 4.56 2.03 1.92  0.009
Te2 3.38 3.87 3.45  0.017
Se2 1.00 3.15 3.09  -0.123
Cl1 -2.46 1.63 1.75  0.004
C1 -2.25 3.26 1.19  -0.095
C2 -0.98 3.66 0.81  -0.049
C3 -0.85 4.95 0.34  -0.029
Cl2 0.74 5.46 -0.16  0.014
C4 -1.92 5.83 0.25  -0.017
Cl3 -1.69 7.44 -0.35  -0.002
C5 -3.18 5.40 0.64  0.013
Cl4 -4.53 6.48 0.54  0.002
C6 -3.35 4.11 1.11  -0.016
Cl5 -4.92 3.56 1.59  -0.001
C7 -0.46 -0.84 2.98  0.002
C8 0.81 -1.07 2.18  -0.006
C9 2.03 -0.76 3.02  0.004
C10 0.89 -2.51 1.68  0.004
O1 0.83 -0.15 1.05  -0.032
Si1 0.14 -0.39 -0.43  -0.062
S1 -0.01 1.52 -1.24  -0.037
O2 0.97 -1.45 -1.36  -0.005
C11 2.19 -1.47 -2.12  -0.002
C12 2.32 -0.29 -3.08  0.005
C13 2.14 -2.77 -2.92  -0.001
C14 3.37 -1.48 -1.15  -0.004
O3 -1.27 -1.15 -0.13  0.013
C15 -2.20 -1.78 -1.02  0.002
C16 -1.76 -3.22 -1.23  0.000
C17 -2.27 -1.03 -2.35  -0.004
C18 -3.55 -1.72 -0.31  0.000
H1 -0.46 -1.50 3.85  0.000
H2 -1.34 -1.06 2.37  0.001
H3 -0.51 0.19 3.32  0.001
H4 2.07 -1.43 3.88  0.001
H5 2.00 0.27 3.37  0.001
H6 2.94 -0.89 2.44  -0.001
H7 0.87 -3.19 2.54  0.001
H8 1.82 -2.67 1.14  -0.001
H9 0.05 -2.76 1.03  -0.001
H10 1.47 -0.28 -3.77  -0.001
H11 3.24 -0.41 -3.65  0.000
H12 2.36 0.65 -2.54  0.003
H13 1.28 -2.76 -3.59  0.000
H14 2.05 -3.62 -2.24  0.000
H15 3.05 -2.89 -3.51  0.000
H16 3.38 -0.56 -0.56  0.007
H17 4.31 -1.56 -1.69  -0.001
H18 3.29 -2.34 -0.47  0.000
H19 -0.77 -3.25 -1.69  0.000
H20 -2.47 -3.74 -1.88  0.000
H21 -1.72 -3.75 -0.28  0.000
H22 -1.31 -1.06 -2.86  0.002
H23 -2.55 0.01 -2.18  0.001
H24 -3.02 -1.50 -2.99  0.000
H25 -3.48 -2.21 0.66  0.000
H26 -4.32 -2.22 -0.91  0.000
H27 -3.84 -0.68 -0.15  0.000

## Properties
**Orbital gap (spin up / spin down)**: 5.56 / 6.49 eV
**Total charge**: -1
**<S²>**: 6.213
**Multiplicity**: 5
**LUMO (spin up / spin down)**: 1.32 / 2.08 eV
**Relative energy (zero: lowest compared OMol25 entry of this formula, charge and spin)**: 0.0 kcal/mol

---

no.,DFT total energy (a.u.)
1,-3034.008042
2,-3518.720458
3,-12456.691550
4,-10406.750792